{"formula": "C11H17Cl2NO3Re", "method": "ωB97M-V/def2-TZVPD", "multiplicity": 4, "gap_ev": [4.7100, 6.4099], "total_charge": -2, "e_lumo_ev": [5.77, 5.75], "elements": ["Re", "O", "Cl", "H", "H", "H", "H", "H", "C", "H", "C", "O", "H", "Cl", "H", "H", "H", "C", "C", "H", "C", "C", "H", "H", "H", "H", "O", "N", "C", "H", "C", "C", "C", "H", "C"], "coordinates": [[0.395, 0.166, 0.290], [-0.840, 1.625, 0.528], [1.932, -1.548, 0.735], [-2.471, 1.579, -3.295], [-1.692, -1.027, 1.161], [0.117, -3.329, -1.552], [0.836, 2.619, -3.195], [-3.125, -1.191, -1.802], [-1.059, 0.595, -2.031], [2.786, 0.400, -3.109], [0.756, -2.659, -2.141], [-0.978, -1.327, 0.571], [1.698, 2.661, -1.638], [2.060, 1.578, 0.667], [3.040, -1.062, -2.119], [-3.130, 1.029, -1.746], [-2.073, 2.457, -1.804], [0.656, 0.336, 3.441], [0.295, 1.063, -1.854], [0.697, -2.975, -3.193], [0.737, 2.455, -2.112], [0.305, -1.261, -1.999], [-2.438, -1.955, -3.247], [-2.086, -2.623, -1.638], [1.786, -2.781, -1.796], [-0.003, 3.163, -1.728], [0.954, 0.496, 4.578], [0.341, 0.174, 2.294], [1.160, -0.102, -1.840], [3.138, 0.547, -1.376], [-1.041, -0.816, -2.094], [2.618, -0.055, -2.124], [-2.243, 1.461, -2.224], [-0.895, 1.998, 1.423], [-2.235, -1.693, -2.200]], "forces_ev_per_angstrom": [[-0.9, -2.0, 1.4], [-2.1, 2.0, 0.1], [1.4, -1.6, 0.0], [-0.1, 0.1, 0.0], [0.6, 0.0, -0.3], [0.2, 0.0, 0.0], [0.0, 0.1, 0.0], [0.1, -0.1, 0.0], [1.0, -0.5, -0.6], [0.1, -0.1, 0.0], [0.0, -0.4, 0.1], [-1.0, 0.1, 0.0], [-0.1, 0.1, 0.0], [2.9, 2.6, 0.3], [0.1, 0.1, 0.0], [0.0, 0.1, 0.0], [-0.1, -0.1, 0.0], [-0.9, -0.5, -3.9], [-0.6, -1.4, -0.6], [0.0, -0.1, 0.0], [0.0, 0.3, 0.0], [-0.6, 1.3, -0.9], [-0.1, -0.1, 0.0], [-0.1, 0.2, 0.0], [-0.2, -0.1, 0.0], [0.1, 0.0, 0.0], [0.3, 0.2, 1.6], [0.1, 0.3, 4.2], [-1.5, -0.2, -0.8], [0.1, -0.1, -0.1], [1.1, 0.4, -0.5], [0.2, 0.0, 0.0], [-0.3, 0.2, 0.2], [0.3, -0.6, -0.4], [-0.1, -0.2, 0.1]]}

{"formula": "C21H20AsN12SV", "method": "ωB97M-V/def2-TZVPD", "multiplicity": 3, "gap_ev": [6.9812, 6.8722], "total_charge": 0, "e_lumo_ev": [-1.39, -1.50], "elements": ["C", "C", "H", "N", "H", "H", "H", "N", "N", "N", "C", "H", "N", "N", "N", "C", "N", "C", "C", "H", "C", "C", "H", "V", "C", "S", "C", "H", "C", "H", "H", "C", "H", "C", "H", "N", "H", "C", "H", "C", "H", "C", "N", "N", "H", "C", "C", "H", "N", "C", "H", "C", "As", "H", "C", "H"], "coordinates": [[2.503, 0.866, 1.872], [1.560, 1.485, -2.581], [-0.705, -3.700, 0.833], [6.562, 0.725, 5.390], [1.097, 1.615, -3.547], [3.092, -1.120, 1.332], [-3.129, 0.469, 1.312], [-4.566, -0.523, -2.417], [-0.734, 3.721, -0.583], [-1.113, 0.656, 0.747], [2.934, 1.549, -2.264], [-0.023, -4.543, -3.254], [-3.709, 2.801, -2.129], [-3.319, -0.653, -2.221], [-2.548, 4.703, -1.308], [-1.592, 0.453, 2.945], [-2.771, 0.610, -2.084], [4.597, 0.799, 3.680], [-0.224, 0.567, 2.840], [-2.367, -3.083, 0.706], [3.300, -0.267, 1.967], [4.347, -0.305, 2.873], [0.808, -4.604, -1.689], [-1.058, 0.807, -1.175], [-2.099, 0.517, 1.635], [-0.121, -1.532, -1.628], [5.695, 0.758, 4.636], [-2.175, 0.349, 3.846], [1.360, 0.894, 0.908], [2.132, 2.851, 2.595], [-2.796, -3.357, -3.504], [-3.822, 1.442, -2.221], [-3.733, -3.053, -2.036], [-1.643, -3.779, 0.290], [-2.029, -4.797, 0.336], [-1.547, 2.753, -1.129], [-3.091, -4.702, -2.355], [3.025, 1.321, -0.916], [4.011, 2.791, 4.217], [2.756, 1.970, 2.680], [-4.550, 3.344, -2.228], [3.805, 1.938, 3.584], [-4.939, 0.796, -2.432], [-1.332, 4.847, -0.698], [3.736, 1.743, -2.957], [-0.155, -4.690, -2.185], [-2.921, -3.629, -2.459], [3.921, 1.305, -0.317], [0.817, 1.237, -1.507], [0.090, 0.701, 1.470], [0.493, 0.566, 3.645], [-2.615, 3.421, -1.538], [-1.293, -3.308, -1.526], [4.968, -1.186, 2.960], [1.711, 1.123, -0.418], [-0.601, -5.665, -1.992]], "forces_ev_per_angstrom": [[-0.2, 0.0, 0.0], [-0.2, 0.0, 0.1], [0.0, 0.0, 0.1], [0.0, 0.0, 0.0], [0.0, 0.0, 0.0], [0.0, 0.0, 0.0], [0.0, 0.0, 0.0], [-0.2, 0.4, -0.1], [-0.4, -0.1, -0.2], [0.4, -0.1, 1.1], [-0.1, 0.0, -0.2], [0.0, 0.0, 0.0], [0.1, 0.0, 0.0], [0.1, 0.4, 0.1], [0.6, 0.3, 0.3], [-0.2, 0.0, 0.0], [-0.4, -0.7, -0.1], [0.5, 0.0, 0.4], [0.2, 0.0, 0.1], [0.0, 0.0, 0.0], [0.1, 0.0, 0.1], [0.0, -0.1, -0.1], [0.0, -0.1, 0.0], [-0.7, -0.4, -0.6], [0.1, 0.0, 0.0], [-0.1, 0.0, -0.2], [-0.4, 0.0, -0.4], [0.0, 0.0, 0.0], [0.1, 0.1, 0.0], [0.0, 0.0, 0.0], [0.0, 0.0, 0.0], [0.3, 0.6, 0.1], [-0.1, 0.0, 0.0], [-0.1, 0.0, 0.2], [0.0, 0.0, 0.0], [0.6, 0.5, 0.2], [-0.1, 0.0, -0.1], [0.1, 0.0, 0.1], [0.0, 0.0, 0.0], [0.1, 0.0, 0.0], [0.0, 0.0, 0.0], [-0.1, 0.1, 0.0], [-0.1, -0.7, -0.1], [-0.2, -0.1, -0.1], [-0.1, 0.0, 0.0], [0.2, -0.1, 0.0], [-0.2, 0.1, -0.2], [0.0, 0.0, 0.0], [1.4, 0.1, 0.2], [-0.2, 0.0, -0.3], [0.0, 0.0, 0.0], [-0.9, -0.4, -0.4], [0.3, 0.4, 0.2], [0.0, 0.0, 0.0], [-0.3, 0.0, -0.2], [0.0, 0.0, 0.0]]}

{"formula": "C24H53BeN11S2", "method": "ωB97M-V/def2-TZVPD", "gap_ev": 9.0336, "total_charge": 2, "e_lumo_ev": -4.06, "elements": ["C", "H", "H", "N", "H", "H", "N", "N", "C", "H", "H", "H", "H", "C", "H", "S", "H", "H", "C", "H", "H", "H", "H", "H", "H", "N", "H", "Be", "C", "H", "H", "C", "H", "H", "H", "H", "H", "N", "C", "C", "H", "H", "H", "S", "H", "H", "C", "H", "H", "C", "H", "H", "H", "C", "H", "H", "H", "C", "H", "C", "C", "H", "C", "H", "N", "C", "N", "H", "N", "H", "C", "C", "H", "H", "H", "H", "H", "C", "C", "N", "H", "N", "C", "H", "C", "C", "H", "H", "N", "H", "C"], "coordinates": [[0.383, -1.023, -2.768], [1.364, 1.061, 4.109], [-3.626, 3.313, 2.583], [-2.314, 2.359, 1.224], [5.591, -2.203, -2.614], [1.825, 2.620, 3.407], [0.337, 0.386, -2.337], [3.982, -2.460, -1.291], [2.195, 4.184, 0.540], [-1.739, -3.213, 3.064], [3.070, 1.456, 3.902], [-3.803, -0.307, -0.800], [2.864, 4.548, -0.242], [3.145, -3.424, -0.859], [6.028, -2.922, -1.055], [1.789, -3.153, 0.044], [-5.355, 3.042, -1.013], [-1.146, -5.263, -0.335], [2.461, -0.430, 2.106], [-0.521, 3.157, 0.579], [-4.263, 3.727, 0.193], [3.828, 3.630, 2.686], [3.902, -1.543, -0.881], [1.805, 1.507, -3.418], [-1.654, -1.688, -2.611], [-1.426, -1.827, 1.494], [-2.361, -5.069, 0.938], [-0.177, 0.374, -0.648], [5.017, -4.284, -2.407], [2.736, 2.437, -1.231], [0.305, -1.119, -3.854], [-2.965, -3.447, -1.195], [-4.068, 1.651, 2.144], [-5.559, 2.619, 0.690], [-2.707, 1.952, 3.231], [-3.350, -2.467, -1.470], [-0.716, -4.417, 1.142], [2.002, 0.953, 2.132], [1.724, 2.043, -1.313], [-3.237, 2.320, 2.349], [-5.411, 0.290, -0.375], [1.189, 4.117, 0.142], [-1.439, 0.120, 2.275], [3.683, -4.992, -1.380], [-1.201, 3.912, 2.038], [-2.623, -3.968, -2.093], [-1.522, -4.583, 0.433], [4.267, 2.016, 2.085], [1.049, 2.879, -1.530], [3.908, 3.000, 1.797], [2.189, 4.916, 1.351], [3.546, -0.474, 2.261], [-0.394, 2.220, -3.053], [1.966, 1.728, 1.008], [4.652, 3.450, 1.136], [-0.910, 0.832, -4.013], [-3.061, -3.090, 1.886], [-4.489, 0.532, -0.908], [1.336, -1.442, -2.445], [-1.037, 2.969, 1.514], [-4.820, 2.836, -0.084], [-2.801, -1.798, 3.057], [-0.738, -0.698, 2.081], [-0.448, -2.852, -2.060], [-3.905, 1.723, -0.313], [1.652, 1.040, -2.442], [2.644, 2.906, 1.076], [5.896, -4.920, -2.349], [1.320, 1.342, -0.083], [1.990, -0.983, 2.917], [5.265, -2.894, -1.838], [-2.591, 1.786, 0.033], [2.206, -0.919, 1.171], [-2.688, 1.920, -2.504], [-2.506, 0.180, -2.327], [-0.295, -1.004, 3.029], [2.424, 0.286, -2.298], [-2.302, -2.532, 2.422], [-0.715, -1.795, -2.065], [-0.836, -1.285, -0.689], [-4.736, 0.672, -1.963], [-1.638, 1.324, -0.756], [2.079, 1.564, 3.454], [4.665, -4.248, -3.436], [-1.369, -2.127, 0.180], [-0.728, 1.185, -2.994], [-3.793, -4.020, -0.769], [-0.419, 2.322, 2.143], [-1.919, -3.328, -0.195], [0.047, -0.340, 1.425], [-2.006, 1.137, -2.167]], "forces_ev_per_angstrom": [[-0.1, -0.2, 0.1], [0.0, 0.0, 0.0], [0.0, 0.0, 0.0], [0.0, 0.0, 0.1], [0.0, 0.0, 0.0], [0.0, 0.0, 0.0], [-0.1, 0.0, -0.1], [0.1, -0.1, -0.1], [-0.1, 0.0, 0.0], [0.0, 0.0, 0.0], [0.0, 0.0, 0.0], [-0.1, 0.0, 0.0], [0.0, 0.0, 0.0], [0.3, 0.1, -0.2], [-0.1, 0.0, 0.0], [-0.2, -0.1, 0.0], [0.0, 0.0, 0.0], [0.0, 0.0, 0.0], [0.0, 0.1, -0.1], [0.0, 0.0, 0.0], [0.0, 0.0, 0.0], [0.0, 0.0, 0.0], [-0.1, 0.0, 0.1], [0.0, 0.0, 0.0], [0.0, 0.0, 0.0], [0.1, -0.1, 0.1], [0.0, 0.0, 0.0], [-0.1, 0.1, 0.4], [-0.2, -0.1, 0.0], [0.0, 0.0, 0.0], [0.0, 0.0, 0.0], [0.0, 0.0, 0.0], [0.0, 0.0, 0.0], [0.0, 0.0, 0.0], [0.0, 0.0, 0.0], [0.0, 0.0, 0.0], [0.0, 0.0, 0.0], [0.1, 0.0, 0.1], [0.0, -0.2, -0.1], [0.0, 0.0, 0.1], [0.0, 0.0, 0.0], [0.1, 0.0, 0.0], [0.0, 0.0, 0.0], [0.0, 0.1, 0.0], [0.0, 0.0, 0.0], [0.0, 0.0, 0.0], [0.0, 0.0, 0.0], [0.0, 0.0, 0.0], [0.1, 0.0, 0.0], [0.1, 0.1, 0.0], [0.0, 0.0, 0.0], [0.0, 0.0, 0.0], [0.1, 0.0, 0.0], [0.0, 0.1, -0.1], [0.0, 0.0, 0.0], [0.1, 0.0, 0.0], [0.0, 0.0, 0.0], [0.0, 0.0, 0.1], [0.1, 0.1, 0.0], [0.0, 0.0, -0.1], [-0.1, 0.0, 0.0], [0.0, 0.0, 0.0], [-0.2, 0.0, -0.1], [0.0, 0.0, 0.0], [0.0, 0.0, 0.0], [0.1, 0.2, 0.1], [0.0, 0.1, 0.2], [0.0, 0.0, 0.0], [-0.1, -0.2, 0.0], [0.0, 0.0, 0.0], [0.1, 0.0, 0.0], [-0.1, -0.2, 0.0], [0.0, 0.0, 0.0], [0.0, 0.0, 0.0], [0.1, 0.1, 0.0], [0.0, 0.0, 0.0], [0.0, 0.0, 0.0], [0.0, 0.0, 0.0], [0.1, -0.1, 0.0], [0.2, 0.0, 0.0], [0.0, 0.0, 0.0], [0.1, 0.1, -0.2], [-0.1, -0.1, 0.0], [0.0, 0.0, 0.0], [-0.1, 0.3, -0.1], [-0.2, 0.1, -0.1], [0.0, 0.0, 0.0], [0.0, 0.0, 0.0], [0.0, -0.1, 0.1], [0.1, -0.1, 0.1], [0.1, 0.0, -0.1]]}

no.,E (hartree)
1,-1708.56805
2,-5047.29286
3,-2359.38148